Entry one
A 10-piece molecular cluster, H20O10 overall, computed with ωB97M-V/def2-TZVPD.

Output
* gap between HOMO and LUMO: 0.40187 hartree
* SMILES string: O.O.O.O.O.O.O.O.O.O
* HOMO level: -10.9 eV

Each line ends with the Löwdin charge.
Element x y z (Å)
O: -2.170 2.447 0.207  -0.0402
H: -1.637 2.579 -0.601  0.0543
H: -2.319 1.526 0.231  -0.0084
O: -0.895 -2.876 -2.165  -0.0145
H: 0.036 -2.891 -2.225  0.0282
H: -1.117 -3.240 -1.307  0.0022
O: -1.254 -3.353 0.559  -0.0526
H: -0.460 -3.758 0.234  0.0281
H: -0.963 -2.878 1.374  0.0767
O: 1.372 2.315 0.107  -0.0412
H: 2.239 2.414 0.446  0.0105
H: 1.496 2.242 -0.856  0.0395
O: 0.659 0.208 -2.209  -0.0726
H: 0.370 -0.183 -3.069  0.0669
H: 1.630 0.287 -2.163  0.0675
O: 2.154 2.156 2.824  -0.0478
H: 1.214 2.034 2.749  -0.0322
H: 2.237 3.006 3.265  0.0435
O: -2.061 -0.457 -3.206  -0.0098
H: -2.605 0.006 -2.618  0.0090
H: -1.642 -1.077 -2.652  -0.0442
O: 2.420 -1.641 0.843  -0.1074
H: 2.487 -1.144 1.701  0.0564
H: 1.544 -1.349 0.513  -0.0248
O: -0.080 -0.528 0.345  -0.0724
H: 0.080 0.401 0.530  0.0065
H: -0.092 -0.711 -0.604  0.0110
O: -0.535 1.399 2.531  -0.0699
H: -0.837 2.247 2.927  0.0841
H: -1.268 0.807 2.298  0.0535

Entry two
H20O10 as an isolated structure, computed with ωB97M-V/def2-TZVPD.

Output
* gap between HOMO and LUMO: 0.22804 hartree
* HOMO level: -7.3 eV

Each line ends with the Löwdin charge.
Element x y z (Å)
O: 2.097 -0.781 0.796  -0.0090
H: 1.394 -0.221 1.126  -0.0119
H: 2.664 -0.926 1.553  0.1006
O: -1.694 -0.701 1.427  -0.0524
H: -2.017 -0.632 2.325  0.0332
H: -0.763 -0.491 1.490  -0.1381
O: 0.244 -0.028 2.085  0.0071
H: 0.352 0.869 1.769  -0.0796
H: 0.491 0.012 3.009  0.1395
O: 2.020 -0.168 -1.410  -0.0644
H: 2.315 -1.027 -1.712  0.0456
H: 2.190 -0.174 -0.468  -0.0648
O: -2.502 1.998 -0.059  0.0111
H: -2.917 2.466 0.666  0.0500
H: -1.679 2.463 -0.205  0.0068
O: 0.284 -2.380 -1.374  0.0261
H: 0.897 -2.428 -2.108  0.0829
H: 0.826 -2.139 -0.623  0.0634
O: -1.697 -1.508 -1.146  -0.0999
H: -0.940 -1.993 -1.475  -0.1335
H: -1.330 -0.689 -0.814  -0.0458
O: -0.286 0.536 -0.502  -0.0743
H: 0.330 -0.179 -0.341  0.0336
H: -0.084 1.183 0.174  -0.1009
O: 0.083 1.913 1.151  0.0744
H: -0.346 2.495 0.524  0.1283
H: -0.050 2.334 2.000  0.1625
O: -0.311 0.129 -2.780  -0.0660
H: 0.361 -0.490 -3.065  0.0124
H: 0.068 0.559 -2.013  -0.0370

Relative to the most stable one, in kJ/mol, the structures come out at entry one 0.0; entry two 860.3.

Entry one
A 10-piece molecular cluster, H20O10 overall, computed with ωB97M-V/def2-TZVPD.

Output
* gap between HOMO and LUMO: 0.33620 hartree
* SMILES string: O.O.O.O.O.O.O.O.O.O
* HOMO level: -9.1 eV

Each line ends with the Löwdin charge.
Element x y z (Å)
O: -0.128 -0.189 0.314  -0.0745
H: 0.148 0.778 0.447  0.0883
H: -0.356 -0.422 -0.591  0.0346
O: -2.496 1.337 3.762  -0.0848
H: -1.955 0.600 3.272  0.0890
H: -2.233 1.220 4.645  -0.0182
O: -1.956 -1.968 -2.966  -0.0529
H: -1.402 -2.502 -3.574  0.0558
H: -2.122 -2.518 -2.239  -0.0165
O: 1.803 -2.280 1.551  -0.1260
H: 2.631 -2.209 2.175  0.0903
H: 1.473 -1.388 1.712  -0.0081
O: -3.632 -1.227 -0.420  -0.0129
H: -3.332 -1.848 0.264  0.0568
H: -3.110 -0.545 -0.136  -0.0346
O: 3.478 -1.458 -1.962  -0.0295
H: 3.635 -1.425 -2.843  -0.0176
H: 4.280 -1.923 -1.633  0.0725
O: -1.513 3.501 -2.334  -0.0888
H: -2.245 4.165 -2.116  0.1107
H: -1.751 2.750 -1.810  0.0335
O: 2.684 -0.862 0.000  -0.0830
H: 2.773 -0.026 0.355  0.0045
H: 3.609 -1.110 0.111  0.0525
O: -0.175 2.896 -4.085  -0.1349
H: -0.872 2.278 -3.876  0.0025
H: 0.117 3.227 -3.145  0.0764
O: 0.879 0.393 4.616  -0.0737
H: 0.664 -0.327 5.183  0.0074
H: 1.103 1.084 5.321  0.0813

Entry two
A 10-piece molecular cluster, H20O10 overall, computed with ωB97M-V/def2-TZVPD.

Output
* gap between HOMO and LUMO: 0.34827 hartree
* SMILES string: O.O.O.O.O.O.O.O.O.O
* HOMO level: -10.0 eV

Each line ends with the Löwdin charge.
Element x y z (Å)
O: -12.323 4.243 19.329  -0.0425
H: -12.307 3.369 18.926  0.0007
H: -12.294 4.291 20.279  0.0632
O: -11.144 4.447 13.435  -0.0133
H: -10.201 4.496 13.296  0.0925
H: -11.476 5.115 12.862  0.0664
O: -13.603 2.393 16.261  -0.0009
H: -13.905 1.560 15.966  0.0734
H: -14.124 2.682 17.006  0.0945
O: -11.445 1.846 18.433  -0.0411
H: -12.251 1.471 18.114  0.0318
H: -10.765 1.143 18.525  0.1048
O: -10.223 7.475 14.941  -0.1043
H: -11.175 7.259 15.169  -0.0252
H: -10.196 8.378 15.257  0.0227
O: -11.624 4.301 16.068  -0.0725
H: -11.462 4.520 15.118  0.0104
H: -12.185 3.510 16.076  0.0107
O: -9.358 2.553 16.689  -0.0444
H: -9.646 3.346 16.185  0.0377
H: -10.120 2.339 17.137  -0.0843
O: -13.676 3.796 14.051  -0.0261
H: -13.608 3.275 14.823  -0.0553
H: -12.848 3.810 13.610  -0.0233
O: -10.137 5.543 18.983  -0.0775
H: -9.776 4.827 19.524  0.0278
H: -10.962 5.097 18.796  -0.0497
O: -12.682 6.732 15.336  -0.0267
H: -12.594 6.725 14.399  0.0316
H: -12.520 5.842 15.685  0.0190

Relative to the most stable one, in kJ/mol, the structures come out at entry one 313.6; entry two 0.0.

Entry one
A 10-piece molecular cluster, H20O10 overall, computed with ωB97M-V/def2-TZVPD.

Output
* gap between HOMO and LUMO: 0.37968 hartree
* SMILES string: O.O.O.O.O.O.O.O.O.O
* HOMO level: -10.7 eV

Each line ends with the Löwdin charge.
Element x y z (Å)
O: -1.171 2.858 1.826  -0.0544
H: -2.050 2.482 1.983  0.0414
H: -0.718 2.250 1.272  -0.0352
O: -0.154 0.378 0.459  -0.0423
H: 0.237 -0.298 0.980  -0.0283
H: 0.019 0.302 -0.475  0.0246
O: -0.622 1.838 -3.742  -0.0598
H: -0.912 1.154 -3.140  -0.0323
H: -1.285 2.530 -3.886  0.0425
O: 0.970 -1.913 1.350  -0.0326
H: 0.400 -2.499 0.869  0.0527
H: 1.684 -1.744 0.711  0.0676
O: -2.238 0.762 -1.848  -0.0208
H: -2.753 1.030 -2.595  0.0458
H: -2.351 1.583 -1.381  0.0651
O: 2.992 -0.362 2.738  -0.0303
H: 2.823 -0.434 1.803  0.0160
H: 2.742 0.498 3.077  0.0502
O: 0.201 -0.974 -2.088  0.0071
H: -0.672 -1.009 -2.377  0.0294
H: 0.497 -1.848 -1.995  0.0485
O: -0.124 -0.218 3.543  0.0004
H: 0.798 -0.324 3.411  -0.0190
H: -0.387 -1.092 3.675  0.0040
O: -2.249 -1.183 0.976  -0.0458
H: -1.527 -0.658 0.675  -0.0585
H: -1.978 -1.716 1.722  0.0202
O: 2.809 -0.183 -2.353  -0.0863
H: 3.174 -0.848 -2.979  0.0503
H: 1.857 -0.361 -2.201  -0.0204

Entry two
A 10-piece molecular cluster, H20O10 overall, computed with ωB97M-V/def2-TZVPD.

Output
* gap between HOMO and LUMO: 0.39139 hartree
* SMILES string: O.O.O.O.O.O.O.O.O.O
* HOMO level: -10.9 eV

Each line ends with the Löwdin charge.
Element x y z (Å)
O: 0.522 -0.241 -0.470  -0.0451
H: -0.333 0.169 -0.302  0.0429
H: 0.895 0.280 -1.190  0.0528
O: -2.678 -2.203 -2.223  -0.0623
H: -2.410 -1.493 -1.629  0.0213
H: -3.509 -2.519 -1.850  0.0356
O: -2.800 2.744 1.200  -0.0759
H: -2.208 2.030 0.939  -0.0077
H: -2.801 2.706 2.163  0.0260
O: -0.613 1.333 2.007  -0.0616
H: -0.764 0.659 2.678  0.0469
H: 0.148 1.825 2.336  0.0472
O: 3.057 -1.228 0.463  -0.0546
H: 2.888 -1.113 1.405  0.0383
H: 2.777 -0.393 0.071  0.0016
O: -0.640 -0.651 -3.521  -0.0602
H: -0.384 -1.529 -3.825  0.0464
H: -0.018 -0.060 -3.960  0.0321
O: 1.356 -4.130 -0.321  -0.0580
H: 1.239 -4.785 0.377  0.0285
H: 1.902 -4.580 -0.975  0.0314
O: 1.024 4.079 -3.163  -0.0551
H: 0.658 4.100 -4.055  0.0363
H: 0.782 3.207 -2.831  0.0190
O: -0.397 -1.169 4.793  -0.0512
H: -0.620 -1.419 3.889  0.0289
H: -1.097 -0.558 5.047  0.0355
O: 1.668 1.723 1.191  -0.0687
H: 1.350 0.867 0.881  -0.0153
H: 1.006 2.348 0.875  0.0452

Entry three
A 10-piece molecular cluster, H20O10 overall, computed with ωB97M-V/def2-TZVPD.

Output
* gap between HOMO and LUMO: 0.34779 hartree
* SMILES string: O.O.O.O.O.O.O.O.O.O
* HOMO level: -9.7 eV

Each line ends with the Löwdin charge.
Element x y z (Å)
O: -2.406 -3.081 1.048  -0.0426
H: -3.340 -2.929 0.872  0.0568
H: -2.245 -2.664 1.904  0.0634
O: 1.812 -1.820 1.632  -0.0704
H: 1.029 -1.264 1.495  0.0037
H: 1.525 -2.620 1.162  0.0108
O: -2.193 -0.805 -2.047  -0.0454
H: -2.405 -1.671 -2.414  0.0412
H: -1.903 -0.278 -2.798  0.0325
O: -0.136 0.027 0.329  -0.0563
H: 0.153 0.399 -0.515  0.0109
H: -0.502 -0.835 0.092  0.0296
O: 1.080 0.154 -2.225  -0.0369
H: 1.688 0.686 -2.747  0.0505
H: 0.692 -0.473 -2.845  0.0511
O: -0.945 3.572 0.924  -0.0538
H: -0.227 3.358 0.303  0.0101
H: -0.845 4.511 1.112  0.0478
O: 1.132 3.132 -1.193  -0.0369
H: 1.113 3.140 -2.155  0.0506
H: 1.787 3.799 -0.951  0.0665
O: 0.172 -3.372 -0.173  -0.0572
H: 0.469 -4.219 -0.524  0.0537
H: -0.644 -3.561 0.320  0.0125
O: 3.060 0.831 0.844  -0.0657
H: 2.576 0.021 1.081  -0.0022
H: 2.476 1.268 0.216  -0.0082
O: -0.935 1.452 2.800  -0.0881
H: -1.170 2.323 2.458  -0.0106
H: -0.867 0.920 1.997  -0.0175

Relative to the most stable one, in kJ/mol, the structures come out at entry one 109.8; entry two 145.7; entry three 0.0.